{"formula": "C10H13BrO", "method": "the ωB97M-V functional and the def2-TZVPD basis", "symbols": ["C", "C", "C", "C", "C", "C", "C", "C", "C", "C", "O", "Br", "H", "H", "H", "H", "H", "H", "H", "H", "H", "H", "H", "H", "H"], "positions_angstrom": [[-0.78, 1.05, 1.52], [-0.86, 1.43, 0.21], [-1.41, -0.94, -0.35], [-0.43, -0.37, 1.88], [-0.31, -1.27, 0.65], [-0.45, -0.03, -0.99], [0.72, -0.79, -0.43], [-1.24, 2.68, -0.30], [1.05, -2.04, -1.33], [1.95, -0.02, -0.08], [-2.51, -1.31, -0.50], [-0.67, 0.43, -2.82], [-0.75, 1.67, 2.43], [0.49, -0.24, 2.41], [-1.21, -0.88, 2.49], [-0.17, -2.25, 1.02], [-2.20, 2.57, -0.78], [-0.45, 3.09, -0.98], [-1.19, 3.41, 0.52], [1.98, -2.49, -1.04], [1.29, -1.57, -2.35], [0.16, -2.68, -1.25], [2.00, 1.04, -0.46], [2.83, -0.51, -0.48], [2.15, 0.00, 1.00]], "e_lumo_ha": 0.026, "de_lowest_kcal_mol": 10.5}

{"formula": "C4H7N4O2", "method": "the ωB97M-V functional and the def2-TZVPD basis", "symbols": ["C", "C", "C", "C", "N", "N", "N", "N", "O", "O", "H", "H", "H", "H", "H", "H", "H"], "positions_angstrom": [[0.50, 1.44, -0.76], [0.17, 0.97, -2.04], [-0.78, -1.17, 0.83], [-0.61, -1.08, 3.33], [1.54, -0.31, -1.01], [1.32, 0.61, -0.14], [-0.46, 1.40, -3.08], [-0.43, -1.05, 1.94], [-1.01, -1.21, -0.29], [0.87, -0.16, -2.18], [0.08, 2.23, -0.08], [0.00, -1.84, 3.90], [-0.19, -0.15, 3.77], [-1.56, -1.50, 3.66], [-0.97, 2.37, -3.12], [-0.56, 0.65, -3.82], [2.10, -1.20, -0.90]], "e_lumo_ha": [-0.115, -0.281], "total_charge": 1, "spin_multiplicity": 3, "de_lowest_kcal_mol": 5.6}